[1]
12 unconnected molecules or ions with the total composition C46H80F2N2O20 at a distorted geometry. Source: OMol25; level of theory: wB97M-V/def2-TZVPD.

XYZ file:
```
150
Properties=species:S:1:pos:R:3:mulliken_charge:R:1
C 13.588 -15.869 -12.467 -0.56
N 13.478 -14.462 -12.904 0.85
O 13.591 -13.587 -12.097 -0.58
O 13.296 -14.266 -14.096 -0.44
H 12.904 -16.468 -13.056 0.21
H 13.293 -15.886 -11.424 0.30
H 14.595 -16.210 -12.678 0.10
C 15.615 -15.546 -22.639 -0.92
N 15.141 -15.408 -21.245 0.89
O 14.571 -16.366 -20.793 -0.42
O 15.490 -14.418 -20.650 -0.53
H 15.221 -14.782 -23.303 0.33
H 15.237 -16.494 -23.010 0.31
H 16.698 -15.559 -22.675 0.34
C 17.372 -13.928 -16.279 -0.44
C 17.189 -12.469 -16.698 -0.03
O 18.331 -11.882 -17.303 -0.42
C 19.243 -11.337 -16.482 0.81
C 20.376 -10.742 -17.273 -1.20
O 19.152 -11.304 -15.294 -0.53
H 18.352 -13.972 -15.783 0.34
H 17.549 -14.591 -17.134 0.32
H 16.523 -14.266 -15.702 0.01
H 16.336 -12.431 -17.372 -0.16
H 16.914 -11.906 -15.804 0.42
H 20.710 -11.446 -18.032 0.30
H 21.189 -10.471 -16.606 0.35
H 20.072 -9.822 -17.776 0.29
C 13.760 -20.625 -20.363 -0.81
C 13.331 -21.688 -19.376 -0.05
O 14.243 -22.782 -19.262 -0.38
C 15.010 -22.766 -18.194 0.99
C 15.976 -23.912 -18.123 -1.40
O 14.899 -21.975 -17.315 -0.44
H 14.477 -19.966 -19.881 -0.09
H 12.861 -20.151 -20.756 0.48
H 14.189 -21.089 -21.253 0.23
H 13.044 -21.314 -18.396 0.12
H 12.445 -22.185 -19.779 0.27
H 16.473 -23.889 -17.164 0.25
H 16.705 -23.841 -18.934 0.27
H 15.464 -24.861 -18.287 0.33
C 12.206 -27.048 -16.402 -1.34
C 13.258 -26.062 -15.951 0.33
O 12.528 -24.950 -15.433 -0.28
C 13.156 -24.011 -14.737 0.71
C 12.199 -23.076 -14.054 -0.70
O 14.329 -23.828 -14.755 -0.58
H 11.410 -26.519 -16.927 0.31
H 11.684 -27.505 -15.557 0.33
H 12.631 -27.851 -17.000 0.40
H 13.924 -26.449 -15.182 0.36
H 13.875 -25.777 -16.804 -0.21
H 11.217 -23.518 -13.919 0.37
H 12.207 -22.165 -14.655 -0.09
H 12.589 -22.807 -13.074 0.36
C 14.339 -17.048 -17.721 0.33
C 13.839 -17.755 -16.464 0.98
O 14.847 -18.574 -15.930 0.16
C 14.456 -19.635 -15.226 0.73
C 15.602 -20.515 -14.867 0.35
O 13.328 -19.806 -14.884 -0.63
H 15.279 -16.548 -17.503 0.24
H 13.618 -16.435 -18.249 -0.01
H 14.492 -17.908 -18.390 -0.45
H 13.451 -16.977 -15.793 -0.10
H 12.930 -18.320 -16.675 -0.83
H 16.260 -20.489 -15.735 -0.13
H 15.188 -21.515 -14.764 0.03
H 16.174 -20.259 -13.980 -0.45
C 13.465 -12.519 -18.299 -1.05
C 13.504 -12.695 -16.768 0.62
O 12.716 -11.764 -16.060 -0.44
C 13.329 -10.649 -15.757 0.72
C 12.557 -9.760 -14.822 -1.15
O 14.457 -10.404 -16.026 -0.52
H 13.520 -13.500 -18.761 0.02
H 14.311 -11.926 -18.637 0.33
H 12.541 -11.971 -18.490 0.47
H 13.144 -13.702 -16.564 0.29
H 14.535 -12.720 -16.409 -0.33
H 11.674 -10.259 -14.428 0.32
H 12.173 -8.937 -15.430 0.31
H 13.216 -9.401 -14.046 0.32
C 8.572 -20.504 -14.558 -1.29
C 9.914 -19.832 -14.726 -0.24
O 10.461 -19.985 -16.049 -0.12
C 10.048 -19.129 -16.963 0.51
C 10.687 -19.290 -18.314 -0.41
O 9.240 -18.275 -16.763 -0.62
H 8.248 -20.259 -13.539 0.40
H 8.614 -21.590 -14.580 0.27
H 7.839 -20.050 -15.220 0.36
H 9.843 -18.770 -14.502 0.37
H 10.642 -20.307 -14.072 0.31
H 10.713 -20.349 -18.592 0.21
H 11.658 -18.798 -18.325 -0.18
H 10.092 -18.849 -19.111 0.47
C 16.224 -13.216 -12.533 -0.13
C 17.201 -14.356 -12.382 -0.64
O 16.940 -15.344 -13.397 0.16
C 17.921 -16.169 -13.729 0.33
C 17.604 -17.042 -14.918 0.43
O 18.999 -16.176 -13.231 -0.60
H 15.201 -13.540 -12.707 -0.38
H 16.556 -12.568 -13.347 0.06
H 16.283 -12.606 -11.631 0.46
H 18.232 -14.024 -12.271 0.47
H 17.035 -14.861 -11.418 0.34
H 16.616 -16.745 -15.267 -0.44
H 17.395 -18.031 -14.498 -0.37
H 18.407 -17.035 -15.635 0.45
C 17.783 -19.218 -18.980 -0.45
C 18.567 -19.822 -20.142 -0.60
O 17.961 -21.059 -20.516 -0.27
C 17.205 -21.155 -21.602 0.79
C 16.781 -22.578 -21.832 -0.64
O 16.860 -20.259 -22.311 -0.58
H 17.778 -19.945 -18.162 0.15
H 16.751 -19.004 -19.253 -0.05
H 18.232 -18.302 -18.591 0.44
H 18.535 -19.103 -20.967 0.38
H 19.606 -19.987 -19.868 0.32
H 15.798 -22.591 -22.288 0.31
H 16.737 -23.133 -20.897 -0.09
H 17.515 -23.110 -22.439 0.36
F 11.634 -15.477 -19.163 -0.04
C 10.719 -14.960 -20.025 0.33
C 9.549 -14.422 -19.521 -0.56
C 8.572 -14.034 -20.414 -0.41
C 8.819 -14.081 -21.788 -0.45
C 10.045 -14.489 -22.278 -0.54
C 10.995 -14.948 -21.379 -0.29
H 9.384 -14.419 -18.451 0.43
H 7.625 -13.633 -20.078 0.37
H 8.064 -13.669 -22.448 0.34
H 10.161 -14.595 -23.347 0.37
H 11.947 -15.355 -21.704 0.36
F 19.507 -18.267 -8.726 -0.33
C 19.247 -18.734 -9.950 0.37
C 20.236 -18.704 -10.908 -0.44
C 20.010 -19.271 -12.164 -0.33
C 18.774 -19.856 -12.416 -0.49
C 17.754 -19.811 -11.468 -0.29
C 17.984 -19.218 -10.232 -0.65
H 21.255 -18.377 -10.731 0.40
H 20.822 -19.388 -12.866 0.40
H 18.582 -20.208 -13.427 0.44
H 16.779 -20.227 -11.685 0.43
H 17.255 -19.330 -9.439 0.46
```

Results
Total energy = -3614.65846 hartree
F_max = 2.698 eV/A
Kohn-Sham gap = 9.282 eV
HOMO = -9.127 eV

=====

[2]
8 unconnected molecules or ions with the total composition C46H85Br2N3O17PS7 at a distorted geometry. Source: OMol25; level of theory: wB97M-V/def2-TZVPD.

XYZ file:
```
161
Properties=species:S:1:pos:R:3:mulliken_charge:R:1
C -3.272 2.146 0.742 -0.63
C -2.491 0.747 1.023 -0.06
P -0.652 1.176 1.086 -0.27
C 0.312 0.514 -0.396 -0.38
C 1.905 0.454 -0.179 -0.78
C 0.139 0.598 2.739 0.15
N 0.791 1.595 3.493 -1.26
N 1.308 1.226 4.654 1.21
C 1.988 2.338 5.428 -0.62
O 3.395 2.085 5.298 -0.27
C 4.194 3.196 5.777 -0.74
C 1.324 -0.039 5.314 0.77
C 1.975 -0.255 6.759 -0.69
Br 3.897 -0.589 7.056 -0.02
C 1.084 -0.161 7.869 0.19
C -0.487 0.158 7.657 -0.73
Br 1.672 -0.383 9.755 -0.09
C 0.645 -1.248 4.572 0.55
C 0.612 -2.682 5.254 -1.51
C 2.065 -3.424 5.263 0.88
C 1.914 -4.992 5.643 -0.90
C 2.819 -3.282 3.828 -1.03
C -0.005 -0.917 3.177 0.47
C -0.770 -2.020 2.322 -0.79
O -0.250 -2.229 0.986 -0.18
N 1.048 -2.628 0.998 0.41
O 1.214 -3.309 0.027 -0.49
H -3.265 2.716 1.744 -0.03
H -4.338 1.984 0.370 0.08
H -2.668 2.805 0.018 0.50
H -2.790 0.432 2.095 0.08
H -2.765 -0.074 0.282 0.42
H -0.073 -0.488 -0.808 0.39
H 0.141 1.269 -1.252 0.43
H 2.339 1.426 0.260 0.31
H 2.261 -0.479 0.374 -0.11
H 2.360 0.383 -1.239 0.42
H 1.609 2.406 6.501 0.35
H 1.764 3.339 4.911 0.54
H 4.685 2.984 6.789 0.24
H 3.511 4.105 5.910 0.35
H 5.007 3.482 5.025 0.25
H -0.581 1.129 7.041 0.19
H -1.019 -0.659 7.065 0.17
H -0.994 0.360 8.662 0.47
H 0.379 -2.499 6.372 0.24
H -0.215 -3.371 4.879 0.55
H 2.686 -2.904 6.071 -0.15
H 2.113 -5.084 6.771 0.29
H 0.902 -5.425 5.345 0.38
H 2.784 -5.533 5.105 0.05
H 2.056 -3.620 3.048 0.11
H 3.696 -4.005 3.787 0.47
H 3.118 -2.181 3.728 0.23
H -0.632 -3.020 2.883 0.31
H -1.897 -1.840 2.282 0.34
C 6.313 -2.869 -1.849 -0.67
C 5.220 -2.795 -0.781 -0.53
C 5.531 -1.592 0.112 -0.30
S 6.429 -0.429 -0.911 1.14
O 7.773 -0.306 -0.396 -0.67
O 5.593 0.722 -1.169 -0.65
C 6.475 -1.448 -2.374 -0.71
H 6.052 -3.564 -2.649 0.35
H 7.250 -3.210 -1.396 0.32
H 4.248 -2.653 -1.264 0.21
H 5.163 -3.715 -0.196 0.35
H 4.621 -1.119 0.483 0.01
H 6.174 -1.871 0.949 0.36
H 7.412 -1.291 -2.907 0.42
H 5.631 -1.163 -3.006 0.35
C -7.125 3.999 -3.355 -0.61
C -6.573 3.278 -4.586 -0.85
C -5.166 2.791 -4.239 0.63
S -5.146 2.535 -2.470 1.13
O -4.233 3.486 -1.877 -0.65
O -5.070 1.114 -2.192 -0.58
C -6.815 3.091 -2.171 -0.85
H -8.197 4.190 -3.443 0.40
H -6.618 4.961 -3.232 0.29
H -7.211 2.421 -4.823 0.25
H -6.559 3.929 -5.463 0.42
H -4.930 1.853 -4.743 0.16
H -4.412 3.543 -4.480 -0.50
H -6.870 3.603 -1.210 0.42
H -7.464 2.213 -2.167 0.39
C 0.197 4.468 -6.230 -0.81
C -0.069 3.020 -5.814 -0.42
C -1.536 2.927 -5.390 -0.54
S -2.403 4.194 -6.310 1.22
O -2.898 5.182 -5.378 -0.67
O -3.256 3.568 -7.295 -0.68
C -0.966 4.860 -7.131 -0.64
H 1.155 4.573 -6.743 0.31
H 0.217 5.110 -5.343 0.37
H 0.112 2.358 -6.665 0.15
H 0.595 2.704 -5.006 0.42
H -1.963 1.951 -5.629 0.38
H -1.661 3.137 -4.326 0.31
H -1.073 5.938 -7.251 0.50
H -0.887 4.378 -8.108 0.23
C -5.196 -2.465 -3.395 -0.41
C -6.068 -3.276 -4.357 -0.64
C -6.245 -2.442 -5.628 -0.69
S -4.791 -1.406 -5.752 1.06
O -5.195 -0.027 -5.599 -0.64
O -3.980 -1.853 -6.861 -0.71
C -4.034 -1.944 -4.229 -0.65
H -4.847 -3.071 -2.556 0.42
H -5.772 -1.627 -2.990 0.08
H -5.565 -4.217 -4.601 0.29
H -7.034 -3.526 -3.913 0.35
H -6.317 -3.071 -6.516 0.34
H -7.118 -1.792 -5.561 0.36
H -3.507 -1.113 -3.761 0.35
H -3.332 -2.746 -4.471 0.35
C -5.020 1.729 6.322 -0.34
C -4.901 3.255 6.287 -0.70
C -4.996 3.689 4.823 -0.59
S -5.979 2.443 3.994 1.03
O -5.142 1.758 3.035 -0.51
O -7.258 3.008 3.634 -0.70
C -6.195 1.385 5.415 -0.78
H -5.176 1.358 7.337 0.35
H -4.101 1.278 5.934 0.13
H -5.725 3.697 6.856 0.29
H -3.968 3.598 6.740 0.34
H -5.481 4.659 4.721 0.42
H -4.013 3.713 4.349 0.27
H -6.205 0.341 5.103 0.40
H -7.145 1.648 5.885 0.37
C 7.965 -6.115 6.186 -0.65
C 7.684 -7.564 6.587 -0.58
C 6.217 -7.645 7.015 -0.79
S 5.360 -6.358 6.113 1.36
O 4.881 -5.374 7.058 -0.67
O 4.496 -6.961 5.123 -0.74
C 6.803 -5.699 5.295 -0.72
H 8.922 -6.016 5.670 0.36
H 7.996 -5.484 7.080 0.31
H 7.853 -8.219 5.727 0.29
H 8.346 -7.898 7.388 0.32
H 5.778 -8.612 6.767 0.35
H 6.100 -7.446 8.081 0.36
H 6.709 -4.619 5.187 0.40
H 6.873 -6.171 4.312 0.39
C 2.527 3.914 -10.753 -0.69
C 1.119 3.435 -11.112 -0.50
C 1.013 1.968 -10.689 -0.65
S 2.146 1.758 -9.321 1.06
O 3.203 0.863 -9.730 -0.69
O 1.391 1.553 -8.103 -0.65
C 2.781 3.426 -9.333 -0.14
H 2.617 5.000 -10.826 0.37
H 3.255 3.469 -11.439 0.31
H 0.381 4.031 -10.565 0.18
H 0.911 3.554 -12.178 0.34
H 0.003 1.715 -10.364 0.37
H 1.324 1.297 -11.491 0.36
H 3.836 3.424 -9.061 0.44
H 2.207 4.007 -8.609 -0.14
```

Results
Total energy = -11523.11504 hartree
F_max = 4.778 eV/A
Kohn-Sham gap = 5.861 eV
HOMO = -10.234 eV
Charge = +1

=====

[3]
11 unconnected molecules or ions with the total composition C46H95NO20S10 at a distorted geometry. Source: OMol25; level of theory: wB97M-V/def2-TZVPD.

XYZ file:
```
172
Properties=species:S:1:pos:R:3:mulliken_charge:R:1
O -15.973 11.402 19.326 -0.72
S -16.005 12.046 17.990 1.03
O -17.141 12.825 17.555 -0.56
C -14.379 12.965 17.888 -1.09
C -13.747 12.668 16.586 0.41
C -14.002 11.126 16.336 -0.51
C -15.537 10.902 16.643 -0.42
H -13.759 12.480 18.643 0.45
H -14.492 14.004 18.196 0.52
H -14.161 13.235 15.752 -0.21
H -12.692 12.928 16.671 0.08
H -13.363 10.521 16.980 0.37
H -13.642 10.742 15.382 0.11
H -15.990 9.935 16.859 0.62
H -16.103 11.387 15.847 -0.05
O -9.896 11.784 14.567 -0.37
S -9.718 10.490 15.157 1.05
O -10.713 9.780 15.915 -0.81
C -8.954 9.448 13.773 -0.21
C -7.353 9.628 13.934 -0.73
C -6.989 10.527 15.087 -0.11
C -8.142 10.639 16.130 -1.01
H -9.337 9.853 12.836 -0.21
H -9.338 8.460 14.029 0.54
H -6.967 8.656 14.240 0.30
H -6.995 9.861 12.932 0.39
H -6.880 11.531 14.679 -0.17
H -6.040 10.226 15.529 0.50
H -8.125 11.575 16.687 0.46
H -8.155 9.836 16.867 0.44
O -9.652 18.901 8.773 -0.68
S -9.119 17.963 9.813 1.03
O -9.591 17.992 11.202 -0.61
C -9.413 16.243 9.174 -0.30
C -7.991 15.593 9.289 0.35
C -6.963 16.686 8.950 -0.85
C -7.320 17.850 9.867 -0.65
H -9.725 16.445 8.149 0.45
H -10.282 15.811 9.671 -0.17
H -7.826 15.294 10.324 -0.40
H -7.909 14.690 8.684 0.29
H -7.223 17.008 7.941 0.38
H -5.920 16.390 9.059 0.35
H -6.810 18.757 9.544 0.48
H -7.018 17.607 10.886 0.29
O -14.369 16.503 15.314 -0.73
S -15.507 16.109 14.435 1.00
O -15.169 15.346 13.209 -0.42
C -16.788 15.302 15.444 -0.34
C -18.139 15.824 14.941 -0.18
C -17.982 17.334 14.533 -0.68
C -16.614 17.529 13.848 -0.75
H -16.596 15.628 16.467 0.34
H -16.578 14.232 15.431 -0.08
H -18.269 15.187 14.066 -0.13
H -18.872 15.685 15.735 0.48
H -18.055 17.991 15.399 0.36
H -18.774 17.526 13.809 0.38
H -16.085 18.474 13.971 0.49
H -16.734 17.349 12.779 0.27
O -15.645 8.277 11.166 -0.75
S -16.016 9.108 12.335 1.08
O -14.950 9.734 13.199 -0.48
C -17.127 10.376 11.769 -0.11
C -18.454 10.029 12.396 -0.74
C -18.163 9.178 13.713 -0.34
C -17.168 8.105 13.377 -0.87
H -17.226 10.437 10.685 0.21
H -16.746 11.355 12.057 0.05
H -19.121 10.853 12.650 0.39
H -18.958 9.368 11.691 0.37
H -19.085 8.808 14.164 0.51
H -17.751 9.815 14.495 -0.07
H -17.581 7.336 12.725 0.34
H -16.536 7.661 14.145 0.45
O -7.201 15.424 12.555 -0.67
S -8.040 14.315 13.039 0.77
O -7.834 12.934 12.605 -0.40
C -8.111 14.502 14.896 0.00
C -9.307 15.401 15.232 -1.08
C -10.309 14.896 14.182 -0.32
C -9.764 14.863 12.782 0.63
H -7.095 14.808 15.145 0.58
H -8.295 13.453 15.130 -0.48
H -9.793 15.441 16.207 0.47
H -9.143 16.458 15.017 0.39
H -11.260 15.389 14.386 0.69
H -10.624 13.930 14.577 -0.33
H -9.570 15.870 12.414 -0.01
H -10.206 14.192 12.045 -0.20
O -15.348 5.632 6.750 -0.68
S -14.056 6.308 6.794 1.13
O -13.450 6.940 5.610 -0.63
C -14.015 7.545 8.196 0.03
C -12.835 7.156 9.024 0.60
C -12.809 5.664 9.065 -1.10
C -12.738 5.247 7.644 -0.67
H -14.963 7.283 8.666 0.34
H -14.120 8.556 7.802 -0.08
H -11.875 7.584 8.738 -0.40
H -12.941 7.542 10.038 0.02
H -13.737 5.322 9.524 0.32
H -12.035 5.305 9.743 0.43
H -12.844 4.209 7.327 0.52
H -11.730 5.473 7.297 0.27
O -18.420 11.392 6.497 -0.64
S -17.398 11.686 5.501 1.13
O -17.447 13.007 4.872 -0.67
C -15.696 11.296 6.241 -0.09
C -15.002 10.188 5.386 -0.01
C -15.664 10.324 3.989 -1.03
C -17.234 10.354 4.206 -0.81
H -15.828 11.153 7.314 -0.01
H -15.146 12.207 6.004 0.37
H -13.929 10.099 5.553 0.05
H -15.327 9.199 5.709 -0.01
H -15.386 9.468 3.374 0.45
H -15.286 11.235 3.524 0.39
H -17.497 9.401 4.666 0.34
H -17.904 10.688 3.413 0.48
O -19.246 16.448 11.387 -0.74
S -19.250 14.962 11.308 1.24
O -19.711 14.088 12.411 -0.66
C -20.161 14.495 9.715 -0.96
C -19.266 13.720 8.760 -0.63
C -18.101 13.196 9.647 0.97
C -17.653 14.325 10.603 -0.65
H -20.593 15.405 9.300 0.35
H -20.973 13.872 10.090 0.41
H -19.908 12.927 8.378 0.26
H -18.959 14.336 7.914 0.41
H -17.301 12.774 9.039 -0.39
H -18.382 12.324 10.237 -0.34
H -17.225 15.191 10.099 0.46
H -16.892 14.147 11.363 0.21
O -12.753 12.497 8.482 -0.67
S -13.500 12.234 9.730 0.63
O -14.908 11.906 9.644 -0.07
C -12.647 10.978 10.767 0.37
C -12.117 11.690 12.067 1.00
C -12.997 12.890 12.314 -0.40
C -13.259 13.614 10.953 -0.27
H -11.817 10.599 10.171 -0.09
H -13.352 10.181 11.005 -0.27
H -12.020 11.006 12.911 0.05
H -11.107 11.986 11.783 -0.93
H -12.540 13.524 13.074 0.13
H -13.963 12.532 12.672 0.35
H -12.370 14.138 10.604 -0.46
H -13.996 14.414 10.880 0.55
C -8.495 11.399 9.836 -0.23
C -8.122 10.282 8.848 -0.93
N -9.307 9.662 8.235 0.47
C -10.135 10.618 7.470 -0.88
C -11.481 10.141 7.097 -0.71
C -8.988 8.380 7.585 -0.17
C -8.310 8.489 6.226 -1.41
H -8.722 12.332 9.319 0.09
H -7.601 11.622 10.418 0.58
H -9.192 11.183 10.646 -0.41
H -7.416 10.621 8.090 0.32
H -7.627 9.462 9.369 0.41
H -10.287 11.537 8.036 0.33
H -9.628 10.952 6.565 0.41
H -12.054 10.964 6.670 0.43
H -11.367 9.427 6.281 0.89
H -12.120 9.694 7.859 -0.70
H -9.895 7.812 7.380 -0.34
H -8.471 7.670 8.231 0.76
H -7.675 7.606 6.151 0.44
H -7.552 9.272 6.215 0.31
H -8.960 8.595 5.357 0.32
```

Results
Total energy = -7350.91523 hartree
F_max = 3.557 eV/A
ΔE to the lowest compared entry with this formula, charge and spin = 192.3 kJ/mol
Kohn-Sham gap = 8.485 eV
HOMO = -8.389 eV